The following is a quantum chemistry calculation of a molecular structure, C31H44IrN4OP2 at a distorted geometry, from the Open Molecules 2025 dataset.

Cartesian coordinates (Å):
Ir  0.39308  0.06607  0.00098
C  -0.97540  1.75361  -0.28500
C  -1.34026  0.62602  -1.07388
C  -1.07997  0.52792  -2.56594
C  0.28496  -0.06068  -2.96322
C  1.30936  -0.02873  -1.85474
C  1.66303  1.17013  -1.12561
C  1.12468  2.54400  -1.49258
C  -0.19042  2.92655  -0.79220
C  1.54538  -1.45636  0.59331
H  -1.54145  1.94665  0.63518
H  -2.21012  0.05799  -0.71260
H  -1.21212  1.50663  -3.04816
H  -1.85609  -0.12930  -2.98518
H  0.16044  -1.11950  -3.23142
H  0.67537  0.44711  -3.85667
H  2.06245  -0.82412  -1.88882
H  2.66425  1.16002  -0.67224
H  1.01285  2.64081  -2.57931
H  1.88407  3.26302  -1.16438
H  0.01669  3.57302  0.07568
H  -0.78440  3.54494  -1.48115
H  1.56768  -1.54522  1.68876
H  2.56198  -1.38314  0.17001
H  1.05886  -2.35243  0.15910
P  1.30260  -1.14061  -8.41032
P  -1.73972  -0.66747  -8.05259
N  2.74422  -0.16047  -8.37142
N  2.03993  -2.42306  -9.44756
N  -1.97997  1.06064  -7.83787
N  -3.41176  -1.01594  -8.49917
C  0.43464  -0.22530  -9.77856
C  -1.06226  -0.56360  -9.78352
C  3.15674  0.46624  -7.18448
C  4.20583  1.32110  -7.47837
C  4.45583  1.23152  -8.89247
C  3.53950  0.32718  -9.41805
C  2.20286  -3.73137  -8.97466
C  2.68699  -4.52960  -10.00608
C  2.83228  -3.69415  -11.16380
C  2.42987  -2.41099  -10.79244
C  -1.79723  1.66186  -6.58563
C  -1.93095  3.03142  -6.72516
C  -2.20182  3.30042  -8.10706
C  -2.22304  2.07956  -8.76537
C  -4.32679  -0.31585  -9.29989
C  -5.42738  -1.13262  -9.54009
C  -5.17490  -2.39084  -8.89033
C  -3.93876  -2.29961  -8.27410
H  0.87282  -0.49889  -10.74308
H  0.60171  0.85364  -9.63640
H  -1.61012  0.17368  -10.37835
H  -1.24415  -1.54994  -10.23703
H  2.65129  0.22673  -6.26344
H  4.73200  1.94686  -6.77394
H  5.21190  1.76632  -9.44701
H  3.39694  -0.01041  -10.43150
H  1.96419  -3.95801  -7.94935
H  2.91381  -5.58457  -9.94744
H  3.18565  -3.98664  -12.13984
H  2.40156  -1.51121  -11.38542
H  -1.60416  1.03796  -5.72630
H  -1.84741  3.76524  -5.93449
H  -2.36689  4.26811  -8.56376
H  -2.40278  1.86727  -9.81073
H  -4.13379  0.69532  -9.61846
H  -6.30736  -0.86787  -10.11072
H  -5.82837  -3.25309  -8.88696
H  -3.36830  -3.00870  -7.69684
C  -1.33058  1.01077  3.74213
C  -0.30609  0.06956  3.11138
C  1.08703  0.62877  3.37238
C  -0.41874  -1.28556  3.80640
O  -0.64403  -0.10445  1.75371
H  -1.16584  1.05153  4.82318
H  -2.34124  0.64655  3.54993
H  -1.21870  2.02293  3.32832
H  1.23203  0.70035  4.45906
H  1.85436  -0.03218  2.95682
H  1.18487  1.63043  2.93109
H  -1.40795  -1.71837  3.62116
H  0.34907  -1.97295  3.43138
H  -0.27604  -1.15314  4.88200

Force components x, y, z for each atom (eV/Å):
Ir 0.392 0.885 1.732
C -0.800 0.516 0.386
C -1.611 -0.925 -0.588
C -0.377 -0.031 -0.590
C 0.057 -0.275 -0.252
C 0.016 0.089 0.178
C 2.043 0.721 -1.052
C 0.179 0.449 0.151
C 0.355 0.472 0.247
C -0.017 -2.602 0.578
H 0.022 -0.198 -0.472
H 0.234 0.412 -0.170
H -0.055 -0.102 0.208
H 0.160 0.337 0.068
H -0.033 0.304 0.001
H -0.007 -0.067 0.082
H -0.228 0.337 -0.024
H -0.257 0.073 -0.289
H 0.133 -0.113 0.154
H -0.151 -0.061 -0.336
H 0.023 -0.198 -0.345
H -0.247 -0.187 0.184
H 0.129 -0.070 -0.586
H -0.363 0.273 0.159
H 0.487 0.041 0.343
P 1.916 1.177 -1.146
P -2.610 1.575 -1.329
N 0.019 0.286 0.537
N -0.237 -1.301 -0.164
N 0.742 0.257 0.516
N 0.011 -0.917 0.006
C -0.313 -0.271 0.076
C 0.167 -0.277 0.082
C 0.697 0.323 -0.922
C -0.761 -0.671 -0.320
C -1.069 -0.870 0.210
C 0.423 0.589 0.968
C -0.369 2.418 -0.578
C 0.743 0.474 -2.811
C 0.020 -2.120 1.768
C -0.484 0.019 1.710
C -0.154 0.678 -0.767
C 0.027 -0.749 -0.167
C 0.081 -1.142 -0.060
C 0.223 0.566 0.708
C -0.478 -0.952 0.091
C 1.290 0.121 0.566
C 0.778 0.442 0.142
C -0.672 0.695 -0.584
H -0.080 0.302 0.155
H -0.007 -0.346 0.186
H 0.041 -0.330 0.122
H 0.022 0.177 0.109
H 0.075 0.065 0.056
H -0.036 -0.084 -0.043
H -0.070 -0.076 0.015
H 0.074 0.190 0.089
H -0.033 -0.106 0.071
H -0.020 0.110 0.019
H 0.006 -0.023 0.048
H -0.020 -0.128 0.004
H -0.014 0.088 0.009
H -0.034 -0.134 -0.104
H 0.012 -0.199 0.082
H 0.062 0.137 0.267
H -0.111 -0.122 0.119
H 0.159 0.023 0.107
H 0.125 0.132 0.048
H -0.113 -0.062 0.062
C -0.580 0.375 -0.292
C 0.682 0.710 0.779
C 0.096 0.150 -0.445
C -0.382 -0.920 -0.426
O 0.030 -0.452 0.692
H 0.019 -0.024 -0.235
H 0.009 0.102 0.070
H -0.086 -0.242 0.141
H 0.039 0.041 -0.378
H -0.005 0.248 0.176
H 0.097 -0.191 0.133
H 0.206 -0.013 0.123
H -0.220 0.083 0.143
H -0.018 0.089 -0.200

Calculated values
multiplicity: 6
Kohn-Sham gap (spin up / spin down): 5.81 / 3.04 eV
E_LUMO (spin up / spin down): -0.1828 / -0.3276 hartree
energy above the lowest of the compared OMol25 structures with the same formula, charge and spin: 0.00 kJ/mol
total charge: +2

---

The following is a quantum chemistry calculation of 2 unconnected molecules or ions with the total composition C7H13N3O2 at a distorted geometry, from the Open Molecules 2025 dataset.

Cartesian coordinates (Å):
H  -0.92610  3.56798  0.59673
N  -0.81627  2.60930  0.24125
C  -1.86907  1.95529  0.54324
C  -2.53040  1.00648  -0.28335
C  -3.02452  0.15840  -0.98628
N  -2.65367  2.32256  1.65661
O  -3.15579  1.19258  2.33261
H  -3.41047  -0.60209  -1.64185
H  -2.10962  2.86024  2.31920
H  -4.10508  1.25174  2.19491
C  1.02393  -2.13098  -1.37431
C  1.84843  -1.39526  -0.36131
C  1.92720  0.11566  -0.49641
N  0.64672  0.71296  -0.27846
C  2.94644  -2.06637  0.34283
O  1.69317  -1.82992  0.98031
H  -0.01292  -1.75898  -1.35854
H  1.44340  -1.97776  -2.39429
H  0.99801  -3.21580  -1.18910
H  2.64565  0.49871  0.24328
H  2.29444  0.39770  -1.49017
H  0.02825  0.59941  -1.06286
H  0.19949  0.33450  0.54002
H  3.76731  -1.47493  0.75543
H  3.15147  -3.13142  0.17049

Force components x, y, z for each atom (eV/Å):
H 0.833 -0.473 0.977
N -1.921 1.007 -1.596
C -0.003 1.953 1.006
C 0.191 -2.022 -0.926
C 0.310 0.399 0.207
N -0.288 0.030 -0.043
O -0.146 0.005 0.151
H 0.029 0.377 0.300
H 0.022 -0.119 0.071
H -0.145 -0.067 0.057
C -0.127 -0.205 -0.703
C 0.973 -0.050 -0.315
C 0.082 -0.656 0.028
N 0.626 -0.101 -0.177
C 0.148 -0.537 0.165
O -0.303 0.084 0.392
H 0.307 -0.118 -0.063
H -0.307 -0.023 0.590
H 0.066 0.406 0.089
H -0.142 -0.114 -0.139
H -0.012 -0.085 0.112
H -0.121 0.112 -0.150
H 0.004 -0.085 0.221
H -0.105 -0.168 -0.213
H 0.030 0.452 -0.044

Calculated values
Kohn-Sham gap: 8.58 eV
E_LUMO: 0.0160 hartree
energy above the lowest of the compared OMol25 structures with the same formula, charge and spin: 632.83 kJ/mol
SMILES: [H]/N=C(/C#C)NO.C[C@]1(CN)CO1

---

The following is a quantum chemistry calculation of 3 unconnected molecules or ions with the total composition C5H14N2O at a distorted geometry, from the Open Molecules 2025 dataset.

Cartesian coordinates (Å):
C  -0.59024  -0.82220  -0.43133
C  1.47621  -0.49584  -0.09001
C  -2.73405  1.77366  -0.33105
C  1.86133  -0.99602  1.27011
C  2.05046  0.82625  -0.52291
N  -0.55730  0.20611  0.42152
N  -0.94929  -2.03508  0.05505
O  -2.51018  0.47711  0.09113
H  -0.38932  1.07680  -0.07188
H  -0.66560  -0.69733  -1.51072
H  1.60577  -1.25912  -0.85819
H  -1.47578  -2.63522  -0.55925
H  -1.25714  -2.03401  1.01796
H  -3.71201  1.86858  -0.83399
H  -1.98600  2.13170  -1.07982
H  -2.71922  2.51199  0.49165
H  3.13281  0.73658  -0.67891
H  2.91785  -1.29358  1.27958
H  1.71262  -0.23162  2.03368
H  1.27831  -1.87906  1.54229
H  1.61859  1.17070  -1.46714
H  1.89217  1.59960  0.23224

Force components x, y, z for each atom (eV/Å):
C 1.318 0.307 0.237
C -0.751 -0.355 -0.341
C 0.137 0.079 0.050
C -0.069 -0.011 0.038
C -0.135 0.069 0.003
N -1.122 0.160 -0.145
N 0.068 -0.374 0.067
O 0.509 0.188 0.167
H 0.059 -0.013 -0.133
H 0.000 0.038 0.082
H 0.068 -0.007 0.032
H 0.105 0.073 0.067
H -0.075 0.077 -0.154
H 0.111 -0.067 0.090
H -0.049 -0.069 0.038
H -0.039 -0.069 -0.056
H -0.098 -0.027 0.025
H -0.088 0.040 -0.031
H 0.007 -0.023 -0.038
H 0.012 0.037 -0.025
H 0.020 -0.025 0.036
H 0.010 -0.027 -0.010

Calculated values
Kohn-Sham gap (spin up / spin down): 7.94 / 7.94 eV
E_LUMO (spin up / spin down): 0.0263 / 0.0263 hartree
energy above the lowest of the compared OMol25 structures with the same formula, charge and spin: 592.93 kJ/mol

---

The following is a quantum chemistry calculation of a single C3H4N2O molecule at a distorted geometry, from the Open Molecules 2025 dataset.

Cartesian coordinates (Å):
N  3.32363  0.13798  -0.23513
C  2.23624  -0.05542  -0.00100
C  0.91138  -0.05342  0.44286
N  0.40197  1.33404  0.44592
C  -0.07773  -1.24446  -0.03513
O  0.46542  -1.08228  1.25086
H  -0.54640  1.35773  0.78966
H  0.76084  2.11806  0.88105
H  -1.09034  -0.91956  -0.19653
H  0.28760  -2.02628  -0.63534

Force components x, y, z for each atom (eV/Å):
N 2.467 0.127 -0.791
C -0.252 -0.232 0.549
C -3.607 0.253 -1.771
N -2.264 -3.131 -0.737
C 1.531 3.485 0.478
O -0.057 -0.171 1.653
H -0.476 -0.476 -0.332
H 2.440 1.118 1.238
H -0.343 -0.015 0.210
H 0.564 -0.958 -0.496

Calculated values
Kohn-Sham gap: 10.79 eV
E_LUMO: 0.0325 hartree
energy above the lowest of the compared OMol25 structures with the same formula, charge and spin: 296.07 kJ/mol
SMILES: N#C[C@@]1(N)CO1

---

Look up the energy above the lowest of the compared OMol25 structures with the same formula, charge and spin of the third one.
592.93 kJ/mol

---

Please write out number 4 again, unchanged.
The following is a quantum chemistry calculation of a single C3H4N2O molecule at a distorted geometry, from the Open Molecules 2025 dataset.

Cartesian coordinates (Å):
N  3.32363  0.13798  -0.23513
C  2.23624  -0.05542  -0.00100
C  0.91138  -0.05342  0.44286
N  0.40197  1.33404  0.44592
C  -0.07773  -1.24446  -0.03513
O  0.46542  -1.08228  1.25086
H  -0.54640  1.35773  0.78966
H  0.76084  2.11806  0.88105
H  -1.09034  -0.91956  -0.19653
H  0.28760  -2.02628  -0.63534

Force components x, y, z for each atom (eV/Å):
N 2.467 0.127 -0.791
C -0.252 -0.232 0.549
C -3.607 0.253 -1.771
N -2.264 -3.131 -0.737
C 1.531 3.485 0.478
O -0.057 -0.171 1.653
H -0.476 -0.476 -0.332
H 2.440 1.118 1.238
H -0.343 -0.015 0.210
H 0.564 -0.958 -0.496

Calculated values
Kohn-Sham gap: 10.79 eV
E_LUMO: 0.0325 hartree
energy above the lowest of the compared OMol25 structures with the same formula, charge and spin: 296.07 kJ/mol
SMILES: N#C[C@@]1(N)CO1

---

Which value of energy above the lowest of the compared OMol25 structures with the same formula, charge and spin does entry 3 give?
592.93 kJ/mol